# 1
Density functional theory data (ωB97M-V/def2-TZVPD) for C5H4Cl2F9MgO9S3 as an isolated structure.

Output
* energy: -4084.22204 hartree
* HOMO-LUMO gap: 9.8735 eV
* total charge: -1
* ΔE to the lowest compared entry with this formula, charge and spin: 0.229 eV

Geometry (Å):
Mg -0.488 0.231 -1.129
C -0.423 -3.631 -2.117
F -0.123 -3.710 -0.826
F 0.626 -4.057 -2.820
F -1.471 -4.406 -2.381
S -0.882 -1.879 -2.615
O -1.822 -1.347 -1.624
O 0.268 -0.996 -2.396
O -1.351 -1.976 -3.973
C -4.056 1.284 -0.019
F -4.303 0.169 -0.710
F -4.766 2.266 -0.546
F -4.367 1.064 1.255
S -2.236 1.700 -0.172
O -2.004 3.026 0.317
O -1.421 0.630 0.454
O -1.913 1.477 -1.593
C 2.734 2.216 0.753
F 3.634 3.135 1.046
F 3.367 1.045 0.658
F 1.865 2.133 1.758
S 1.830 2.605 -0.843
O 2.881 2.490 -1.829
O 0.819 1.535 -0.961
O 1.221 3.896 -0.622
Cl 1.189 -1.146 0.547
C 2.020 -1.411 2.108
C 1.321 -0.751 3.281
Cl -0.377 -1.280 3.390
H 3.039 -1.042 2.002
H 2.091 -2.492 2.212
H 1.332 0.328 3.187
H 1.766 -1.106 4.207



# 2
Density functional theory data (ωB97M-V/def2-TZVPD) for a 7-piece molecular cluster, C26H61N3O16S4 overall.

Output
* energy: -3987.75896 hartree
* HOMO-LUMO gap: 7.9560 eV
* total charge: 0
* ΔE to the lowest compared entry with this formula, charge and spin: 0.577 eV

Geometry (Å):
C -23.014 -25.183 22.891
C -22.929 -25.738 21.476
N -21.665 -26.150 20.869
C -20.754 -25.036 20.620
C -19.245 -25.366 20.149
C -21.040 -27.384 21.450
C -21.981 -28.422 22.005
H -23.993 -24.917 23.291
H -22.435 -24.261 22.932
H -22.687 -25.914 23.630
H -23.727 -26.450 21.266
H -23.314 -24.943 20.837
H -21.320 -24.456 19.891
H -20.660 -24.545 21.589
H -18.640 -26.048 20.747
H -19.271 -25.677 19.105
H -18.709 -24.423 20.256
H -20.246 -27.298 22.192
H -20.532 -27.783 20.572
H -22.485 -27.936 22.841
H -21.350 -29.227 22.380
H -22.735 -28.847 21.342
C -18.106 -29.671 23.246
C -17.860 -29.977 24.757
N -16.438 -30.124 25.099
C -15.873 -31.370 24.481
C -14.552 -30.957 23.808
C -16.161 -29.942 26.491
C -16.448 -28.480 26.876
H -18.450 -30.585 22.760
H -17.273 -29.339 22.626
H -18.806 -28.848 23.107
H -18.241 -29.135 25.336
H -18.586 -30.784 24.849
H -15.734 -32.132 25.247
H -16.583 -31.891 23.839
H -14.104 -31.819 23.313
H -14.728 -30.207 23.036
H -13.890 -30.457 24.515
H -15.122 -30.229 26.652
H -16.657 -30.642 27.165
H -17.498 -28.189 26.925
H -15.937 -27.774 26.222
H -16.035 -28.318 27.871
C -16.831 -32.299 20.769
C -17.878 -33.264 21.409
N -18.718 -33.927 20.383
C -19.532 -34.857 21.180
C -20.310 -35.823 20.284
C -19.559 -32.985 19.674
C -19.339 -33.195 18.200
H -16.820 -32.280 19.679
H -15.814 -32.598 21.023
H -16.816 -31.314 21.235
H -17.269 -34.012 21.916
H -18.467 -32.670 22.108
H -18.961 -35.365 21.958
H -20.342 -34.298 21.647
H -20.710 -35.421 19.353
H -19.811 -36.733 19.952
H -21.199 -36.189 20.798
H -19.212 -31.990 19.956
H -20.609 -33.054 19.959
H -19.859 -34.049 17.768
H -18.308 -33.250 17.850
H -19.794 -32.385 17.630
C -19.529 -30.358 29.508
C -20.863 -30.933 30.138
O -20.825 -30.459 31.512
S -19.316 -29.715 31.942
O -18.695 -30.444 32.998
O -19.580 -28.265 32.044
O -18.648 -30.168 30.508
H -19.680 -29.497 28.857
H -19.048 -30.961 28.738
H -20.873 -32.018 30.031
H -21.829 -30.653 29.720
C -17.734 -24.159 26.189
C -17.603 -25.227 25.159
O -18.901 -25.241 24.617
S -19.737 -23.792 24.650
O -20.999 -24.002 25.359
O -19.732 -23.052 23.407
O -18.557 -23.153 25.621
H -16.733 -23.740 26.287
H -18.158 -24.479 27.141
H -17.322 -26.046 25.821
H -16.932 -24.807 24.411
C -12.511 -36.404 25.003
C -13.357 -35.800 23.835
O -13.252 -34.380 23.943
S -11.940 -33.906 24.876
O -12.512 -33.291 26.127
O -11.015 -33.217 23.975
O -11.514 -35.460 25.176
H -12.081 -37.395 24.858
H -13.047 -36.362 25.950
H -14.385 -36.057 24.090
H -13.137 -36.329 22.908
C -12.487 -30.285 20.737
C -12.738 -31.378 19.685
O -11.374 -31.685 19.311
S -10.451 -30.297 19.192
O -10.586 -29.469 17.981
O -9.111 -30.580 19.780
O -11.367 -29.520 20.329
H -12.293 -30.754 21.701
H -13.338 -29.608 20.812
H -13.269 -30.934 18.843
H -13.364 -32.218 19.984



# 3
Density functional theory data (ωB97M-V/def2-TZVPD) for one molecule with the formula C3H7N3S.

Output
* energy: -680.95444 hartree
* HOMO-LUMO gap: 8.3950 eV
* total charge: 0
* ΔE to the lowest compared entry with this formula, charge and spin: 0.756 eV

Geometry (Å):
C -2.148 -0.301 -0.001
C 0.036 0.966 0.004
C 1.990 -0.630 -0.004
H -1.974 -0.900 -0.871
H -3.198 0.002 -0.019
H -1.975 -0.918 0.895
H -1.776 1.787 -0.007
H 0.037 -1.067 -0.007
H 2.073 -1.726 0.002
H 3.842 -0.394 -0.009
N -1.316 0.887 0.001
N 0.638 -0.289 0.010
N 2.972 0.161 0.001
S 0.797 2.423 0.002



# 4
Density functional theory data (ωB97M-V/def2-TZVPD) for C11H33Li2O11 as an isolated structure.

Output
* energy: -1281.34144 hartree
* HOMO-LUMO gap: 7.4710 eV
* total charge: +1
* ΔE to the lowest compared entry with this formula, charge and spin: 1.086 eV

Geometry (Å):
Li 1.533 -3.189 1.531
Li 0.717 -0.746 2.629
C 1.065 -0.522 -0.067
O 0.675 -1.513 0.855
H 1.050 0.496 0.359
H 2.071 -0.688 -0.484
H 0.396 -0.518 -0.933
C 0.023 3.532 0.282
C 1.269 3.356 -0.554
O 1.813 4.599 -1.006
O 0.331 4.043 1.603
H -0.582 2.615 0.370
H -0.631 4.229 -0.263
H 1.049 2.706 -1.411
H 2.028 2.779 0.016
H 2.235 5.045 -0.264
H -0.047 4.917 1.713
C -0.209 -2.962 -2.977
C -1.087 -4.024 -2.348
O -0.673 -5.343 -2.654
O -0.303 -3.094 -4.429
H 0.842 -3.140 -2.658
H -0.516 -1.973 -2.651
H -2.126 -3.831 -2.649
H -0.999 -3.905 -1.263
H -0.628 -5.437 -3.616
H -0.004 -2.289 -4.859
C -3.401 1.981 -1.317
C -3.086 0.538 -1.642
O -4.210 -0.341 -1.489
O -3.713 2.120 0.080
H -4.235 2.319 -1.957
H -2.586 2.649 -1.631
H -2.347 0.239 -0.886
H -2.717 0.384 -2.656
H -4.144 -0.776 -0.635
H -4.647 2.298 0.198
C 4.720 0.710 2.487
C 4.647 -0.466 1.535
O 5.193 -0.049 0.293
O 5.983 1.187 2.714
H 4.183 0.473 3.414
H 4.079 1.493 2.028
H 3.561 -0.680 1.436
H 5.154 -1.350 1.950
H 4.978 -0.691 -0.392
H 6.480 1.090 1.889
C -2.400 -0.262 2.338
C -2.796 -1.627 1.824
O -2.338 -1.805 0.499
O -1.236 -0.223 3.167
H -3.197 0.268 2.878
H -2.304 0.404 1.463
H -3.876 -1.695 1.765
H -2.395 -2.409 2.484
H -1.361 -1.633 0.454
H -1.279 0.710 3.434



# 5
Density functional theory data (ωB97M-V/def2-TZVPD) for a 2-piece molecular cluster, C4H10O2S overall.

Output
* energy: -706.99630 hartree
* HOMO-LUMO gap: 8.8071 eV
* total charge: 0
* ΔE to the lowest compared entry with this formula, charge and spin: 2.642 eV

Geometry (Å):
C 0.836 -0.376 -0.904
C 2.289 0.189 1.028
C -2.974 -0.990 -0.792
C 1.012 0.522 0.372
O -1.342 1.665 0.794
O -2.551 0.076 -1.092
S -0.523 0.372 1.422
H 0.269 0.125 -1.578
H 1.838 -0.485 -1.352
H 0.456 -1.368 -0.711
H 2.468 0.690 2.053
H 3.165 0.595 0.488
H 2.485 -0.893 1.207
H -3.804 -1.181 -0.237
H -2.450 -1.905 -1.144
H 0.984 1.557 0.080
H -2.157 1.406 0.365



# 6
Density functional theory data (ωB97M-V/def2-TZVPD) for C31H24FeNP2S3Te as an isolated structure.

Output
* spin multiplicity: 5
* energy: -4659.56741 hartree
* HOMO-LUMO gap (alpha / beta): 6.6962 / 6.8605 eV
* total charge: -1

Geometry (Å):
Fe -1.362 2.371 -1.244
Te 0.388 -2.301 0.053
C 1.730 -1.729 1.586
C 2.373 -2.711 2.333
C 3.240 -2.326 3.343
N 3.505 -1.058 3.654
C 2.882 -0.128 2.931
C 1.999 -0.405 1.898
C -0.322 -0.446 -0.501
P 0.381 0.630 -1.685
C 0.500 -0.246 -3.291
C -0.636 -0.934 -3.720
C -0.660 -1.574 -4.947
C 0.456 -1.533 -5.774
C 1.585 -0.840 -5.366
C 1.606 -0.197 -4.134
C 2.134 0.966 -1.279
C 2.481 2.254 -0.881
C 3.766 2.536 -0.435
C 4.717 1.528 -0.384
C 4.384 0.240 -0.788
C 3.102 -0.038 -1.235
P -1.607 0.426 0.312
C -3.110 -0.613 0.389
C -3.294 -1.668 -0.499
C -4.472 -2.403 -0.491
C -5.483 -2.084 0.402
C -5.314 -1.025 1.285
C -4.137 -0.295 1.278
C -1.212 0.607 2.090
C -1.249 -0.466 2.979
C -0.791 -0.314 4.279
C -0.302 0.913 4.707
C -0.284 1.993 3.836
C -0.740 1.840 2.533
H 2.202 -3.765 2.144
H 3.749 -3.079 3.936
H 3.098 0.903 3.190
H 1.525 0.402 1.354
H -1.510 -0.960 -3.079
H -1.553 -2.099 -5.263
H 0.442 -2.034 -6.734
H 2.457 -0.796 -6.006
H 2.493 0.346 -3.833
H 1.733 3.040 -0.911
H 4.023 3.541 -0.124
H 5.717 1.742 -0.028
H 5.121 -0.551 -0.742
H 2.843 -1.047 -1.537
H -2.503 -1.911 -1.197
H -4.598 -3.224 -1.185
H -6.404 -2.654 0.407
H -6.105 -0.765 1.978
H -4.011 0.532 1.967
H -1.622 -1.427 2.645
H -0.804 -1.158 4.957
H 0.065 1.026 5.720
H 0.082 2.956 4.170
H -0.732 2.684 1.851
S -4.195 5.536 -1.832
C -3.042 4.368 -1.731
S -3.148 2.840 -2.593
S -1.572 4.583 -0.761



# 7
Density functional theory data (ωB97M-V/def2-TZVPD) for a 6-piece molecular cluster, C35H74BO10S5 overall.

Output
* energy: -4146.14101 hartree
* HOMO-LUMO gap: 6.1167 eV
* total charge: -1

Geometry (Å):
C -1.502 0.381 1.820
C -2.469 -0.802 2.074
C -1.864 -2.217 2.028
C -1.056 -2.686 3.238
C 0.207 -1.873 3.552
B 1.369 -1.915 2.388
C 2.833 -1.466 3.037
C 3.819 -0.815 2.061
C 3.284 0.427 1.353
C 4.339 1.120 0.479
C 4.854 0.206 -0.634
C 3.751 -0.139 -1.652
C 3.356 -1.620 -1.645
C 2.090 -1.914 -2.472
C 0.800 -1.952 -1.635
C 0.173 -0.578 -1.402
H -0.621 0.059 1.269
H -2.017 1.129 1.209
H -1.210 0.809 2.778
H -3.013 -0.633 3.009
H -3.213 -0.775 1.266
H -2.724 -2.899 1.946
H -1.294 -2.347 1.105
H -1.716 -2.771 4.115
H -0.714 -3.705 3.020
H -0.085 -0.860 3.824
H 0.645 -2.307 4.464
H 1.100 -1.213 1.414
H 1.439 -3.085 1.966
H 3.312 -2.390 3.389
H 2.711 -0.820 3.919
H 4.126 -1.576 1.336
H 4.751 -0.502 2.567
H 2.928 1.136 2.110
H 2.427 0.173 0.729
H 5.179 1.424 1.116
H 3.914 2.015 0.013
H 5.645 0.758 -1.159
H 5.320 -0.696 -0.234
H 2.868 0.484 -1.493
H 4.110 0.091 -2.661
H 4.189 -2.177 -2.088
H 3.197 -1.975 -0.625
H 2.209 -2.900 -2.928
H 1.985 -1.198 -3.287
H 0.074 -2.612 -2.120
H 1.032 -2.406 -0.667
H 0.156 -0.012 -2.339
H -0.858 -0.675 -1.058
H 0.733 -0.015 -0.655
C -6.188 2.145 3.321
C -7.086 2.564 2.147
C -6.260 3.493 1.247
S -4.547 2.997 1.473
O -3.835 4.093 2.085
O -4.071 2.395 0.253
C -4.851 1.743 2.702
H -6.622 1.325 3.890
H -6.045 2.989 4.000
H -7.383 1.675 1.590
H -7.997 3.055 2.483
H -6.511 3.392 0.194
H -6.343 4.536 1.548
H -4.021 1.727 3.405
H -4.918 0.789 2.180
C 0.657 4.638 3.344
C 1.760 4.308 4.360
C 1.090 3.623 5.558
S -0.374 2.804 4.904
O -1.544 3.425 5.482
O -0.189 1.382 4.963
C -0.188 3.376 3.219
H 1.070 4.933 2.380
H 0.043 5.463 3.714
H 2.481 3.626 3.904
H 2.303 5.199 4.674
H 1.724 2.870 6.020
H 0.756 4.340 6.306
H -1.174 3.539 2.788
H 0.336 2.593 2.670
C 1.774 -1.727 -8.853
C 0.286 -2.090 -8.752
C 0.061 -2.724 -7.374
S 1.308 -2.012 -6.287
O 2.206 -3.057 -5.872
O 0.665 -1.139 -5.344
C 2.122 -1.028 -7.543
H 1.978 -1.088 -9.711
H 2.372 -2.634 -8.960
H -0.317 -1.185 -8.845
H -0.019 -2.769 -9.548
H -0.919 -2.501 -6.961
H 0.221 -3.800 -7.388
H 3.187 -0.994 -7.328
H 1.696 -0.026 -7.498
C -8.998 0.854 -2.553
C -10.511 0.601 -2.482
C -10.798 -0.086 -1.140
S -9.511 0.469 -0.012
O -8.700 -0.661 0.356
O -10.086 1.327 0.994
C -8.611 1.454 -1.206
H -8.736 1.520 -3.373
H -8.469 -0.089 -2.703
H -11.042 1.553 -2.530
H -10.857 -0.010 -3.314
H -11.763 0.188 -0.723
H -10.718 -1.169 -1.211
H -7.546 1.392 -0.985
H -8.958 2.482 -1.109
C 8.635 -0.933 -0.573
C 8.752 -2.429 -0.890
C 9.763 -3.026 0.097
S 9.678 -2.007 1.579
O 10.944 -1.333 1.744
O 9.109 -2.769 2.659
C 8.482 -0.840 0.941
H 7.788 -0.475 -1.082
H 9.543 -0.413 -0.888
H 7.779 -2.905 -0.758
H 9.064 -2.601 -1.920
H 9.531 -4.052 0.373
H 10.783 -2.965 -0.279
H 8.698 0.146 1.344
H 7.493 -1.170 1.263



# 8
Density functional theory data (ωB97M-V/def2-TZVPD) for one molecule with the formula C6H6F3NO2S.

Output
* energy: -1135.12911 hartree
* HOMO-LUMO gap: 8.7377 eV
* total charge: 0
* ΔE to the lowest compared entry with this formula, charge and spin: 2.584 eV

Geometry (Å):
C -0.796 1.797 -0.678
C -1.925 1.095 -1.116
C 0.146 1.322 0.148
C -2.312 -0.125 -0.715
C 0.206 -0.090 0.593
C -1.724 -0.886 0.462
N 0.970 -2.533 -0.008
O 0.612 -0.840 -1.890
O 2.524 -0.639 -0.336
F -3.414 -0.743 -1.212
F -1.734 -2.209 0.416
F -2.349 -0.552 1.621
S 1.176 -1.019 -0.583
H -0.844 2.846 -0.850
H -2.618 1.436 -1.765
H 0.968 1.979 0.404
H 0.566 -0.170 1.581
H 0.105 -2.792 -0.294
H 1.618 -3.249 -0.427



# 9
Density functional theory data (ωB97M-V/def2-TZVPD) for a 2-piece molecular cluster, HPS overall.

Output
* energy: -739.97266 hartree
* HOMO-LUMO gap (alpha / beta): 6.3440 / 6.1598 eV
* total charge: 0
* ΔE to the lowest compared entry with this formula, charge and spin: 2.728 eV

Geometry (Å):
P 0.375 -1.697 0.002
S 0.812 0.401 0.004
H -1.188 1.295 -0.006



Which formula does entry 3 have? C3H7N3S



Look up the energy of the first one. -4084.22204 hartree